# 1
A molecular structure, C34H43BCdF4N4OP2S2 at a distorted geometry. Source: OMol25; level of theory: the ωB97M-V functional and the def2-TZVPD basis.

CARTESIAN COORDINATES (ANGSTROEM)
Cd: 16.55 11.02 11.90
C: 19.41 11.76 10.66
C: 18.97 13.26 10.83
N: 17.63 13.42 11.51
C: 17.73 14.35 12.67
C: 17.23 13.69 14.03
S: 17.10 11.86 14.32
C: 18.81 11.18 14.33
C: 19.62 11.44 13.05
N: 18.97 10.93 11.79
H: 20.51 11.70 10.58
H: 19.02 11.43 9.66
H: 18.94 13.77 9.84
H: 19.69 13.74 11.45
H: 16.93 13.76 10.83
H: 17.00 15.14 12.56
H: 18.70 14.82 12.85
H: 16.19 14.03 14.20
H: 17.84 14.03 14.87
H: 18.60 10.05 14.33
H: 19.30 11.58 15.24
H: 20.62 10.98 13.15
H: 19.80 12.54 12.97
H: 19.29 9.97 11.68
C: 6.75 9.98 10.91
S: 7.68 11.06 12.03
C: 8.58 12.17 10.95
C: 10.05 11.82 10.81
C: 10.76 11.77 12.20
N: 12.19 11.59 12.10
P: 13.65 12.70 10.94
C: 12.45 14.06 11.40
C: 12.46 14.72 12.67
C: 11.66 15.80 13.07
C: 10.79 16.40 12.15
C: 11.13 16.12 10.83
C: 11.78 14.91 10.50
C: 13.19 12.52 9.20
C: 13.60 13.58 8.41
C: 13.13 13.74 7.16
C: 12.27 12.81 6.60
C: 11.95 11.71 7.33
C: 12.37 11.59 8.64
P: 13.21 10.24 12.01
C: 12.68 8.89 11.01
C: 13.49 8.31 9.94
C: 12.84 7.54 8.98
C: 11.47 7.26 9.06
C: 10.80 7.64 10.29
C: 11.44 8.35 11.31
C: 13.27 9.45 13.66
C: 13.52 8.08 13.93
C: 13.28 7.64 15.22
C: 13.11 8.46 16.35
C: 12.98 9.83 16.06
C: 13.11 10.32 14.74
H: 6.68 8.99 11.34
H: 7.14 9.94 9.87
H: 5.75 10.39 10.89
H: 8.35 13.17 11.36
H: 8.10 12.03 9.98
H: 10.50 12.56 10.17
H: 10.14 10.80 10.30
H: 10.19 11.09 12.87
H: 10.64 12.76 12.66
H: 13.16 14.29 13.40
H: 11.61 16.12 14.12
H: 10.09 17.12 12.55
H: 10.86 16.78 10.07
H: 11.81 14.72 9.44
H: 14.22 14.32 8.86
H: 13.33 14.65 6.62
H: 11.93 12.93 5.59
H: 11.36 10.93 6.85
H: 12.20 10.64 9.26
H: 14.58 8.37 9.95
H: 13.40 7.12 8.14
H: 11.00 6.69 8.29
H: 9.77 7.38 10.43
H: 10.91 8.54 12.25
H: 14.02 7.42 13.18
H: 13.21 6.52 15.37
H: 13.00 8.11 17.35
H: 12.82 10.51 16.92
H: 13.16 11.42 14.56
O: 14.80 13.61 11.48
N: 14.40 11.16 11.26
F: 17.08 8.75 11.51
B: 17.98 7.89 12.34
F: 18.00 8.38 13.72
F: 17.64 6.60 12.19
F: 19.31 8.17 11.92

Its spin multiplicity is 1. Its highest occupied orbital energy (alpha / beta) is -13.438 / -13.169 eV. For the orbital gap (alpha / beta), the calculation gives 4.2 / 4.0 eV. Its charge is +2.

***

# 2
A gas-phase ion, C3H5N2OS (charge +1) at a distorted geometry. Source: OMol25; level of theory: the ωB97M-V functional and the def2-TZVPD basis.

CARTESIAN COORDINATES (ANGSTROEM)
C: 0.33 -0.65 -0.11
C: -1.24 1.61 1.04
C: -0.67 0.15 -0.87
N: -0.04 -1.77 0.36
N: 1.61 -0.22 -0.14
O: -0.85 1.46 -0.10
S: -1.90 2.06 2.36
H: -0.31 0.76 -1.69
H: -1.63 -0.23 -0.92
H: 0.64 -2.33 0.91
H: 1.90 0.03 -1.09
H: 2.17 -0.88 0.26

Its spin multiplicity is 1. Its highest occupied orbital energy is -13.900 eV. For the orbital gap, the calculation gives 8.2 eV. Its charge is +1.

***

So what do the calculations give for ΔE to the lowest compared entry with this formula, charge and spin? Going down the list: 124.39, 45.94 kcal per mole.
So what do the calculations give for E? Going down the list: -3686.32127, -699.90197 Eh.